No. 1
Formula: C25H40O19
Source: the OMol25 dataset
Level of theory: ωB97M-V with the def2-TZVPD basis set

Kohn-Sham gap (alpha / beta)	1.66 / 10.20	eV
multiplicity	2
net charge	-1
LUMO energy (alpha / beta)	1.9 / 1.8	eV
expectation value of S²	0.75

Geometry as XYZ:
```
84
Properties=species:S:1:pos:R:3:forces:R:3:lowdin_spin:R:1
C -0.05115 -0.34141 -0.07675 -0.2 0.4 1.3 0.010
O -1.50266 -0.51305 0.15602 1.4 -0.2 -1.2 0.029
H 0.17647 0.41890 -0.82390 -0.6 0.2 0.3 0.001
H 0.33696 -0.04469 0.89762 0.4 0.4 -0.2 0.007
H 0.59534 -1.17092 -0.36324 -0.9 -0.9 -0.1 0.001
H -1.56895 -1.08451 0.92456 0.1 -0.1 0.1 0.009
C 3.78038 -0.53954 -1.82112 -0.3 -0.6 -1.1 0.017
C 4.36196 -1.60378 -0.90722 0.4 1.3 0.1 0.006
C 3.49065 -2.79031 -0.61177 -1.8 0.6 1.7 0.003
O 4.09137 -3.88886 -1.19258 1.0 -2.0 -1.6 0.001
C 5.23781 -3.54067 -1.81484 0.5 0.6 1.8 0.002
O 6.08980 -4.23449 -2.28767 -1.0 -0.1 -0.3 0.000
O 5.40806 -2.22600 -1.58073 2.3 -0.1 -1.9 0.004
H 3.59125 -1.09682 -2.73860 -0.8 -0.2 -0.2 0.001
H 4.45210 0.19052 -2.27266 0.4 0.3 1.0 0.005
H 2.86060 -0.07701 -1.46309 0.2 0.0 0.1 0.003
H 4.84809 -1.18724 -0.02501 -0.5 0.1 0.2 0.004
H 2.46470 -2.74749 -0.97739 0.1 0.3 0.0 0.001
H 3.46081 -2.94241 0.46715 -0.3 -0.1 0.0 0.002
C -4.34297 2.63458 1.10355 0.6 -0.8 -0.9 0.011
C -4.44160 1.64449 -0.10342 -0.2 -0.4 1.0 0.001
C -5.07484 0.23642 0.16706 0.1 0.6 0.7 0.005
O -6.20915 0.16572 -0.70925 0.6 -0.4 1.1 0.002
C -6.32710 1.32114 -1.35923 -0.2 0.7 -1.1 0.000
O -7.20076 1.53529 -2.14343 0.1 0.2 0.3 0.000
O -5.33269 2.18453 -1.04887 -0.5 0.1 -0.8 0.001
H -5.27267 3.02845 1.51420 -0.3 -0.7 0.0 0.001
H -3.82333 3.54778 0.81347 0.3 -0.2 -0.3 0.001
H -3.73709 2.10667 1.83998 -0.1 0.3 0.4 0.009
H -3.45923 1.42564 -0.52192 0.0 0.7 -0.2 0.001
H -5.34690 0.22433 1.22249 -0.6 -0.3 0.0 0.003
H -4.44280 -0.63268 -0.01544 0.2 0.3 -0.2 0.001
C -2.51314 -6.45734 1.00446 0.1 -1.6 0.3 0.006
C -2.10773 -5.82669 -0.30501 -0.2 1.3 1.3 0.002
C -2.39083 -4.33386 -0.16245 -0.2 0.0 -1.1 0.009
O -1.08659 -3.85401 0.30488 -2.2 2.6 0.6 0.008
C -0.14442 -4.65151 -0.09936 2.9 -1.7 0.2 0.007
O 1.07000 -4.53698 -0.09857 -2.4 0.8 0.1 0.002
O -0.70064 -5.80840 -0.42108 0.2 -2.4 -1.5 0.001
H -2.08806 -7.45817 1.08032 -0.2 -0.3 -0.3 0.000
H -3.59747 -6.55986 1.04696 0.0 0.1 0.1 0.001
H -2.14251 -6.01144 1.92745 0.0 0.8 -0.3 0.002
H -2.60273 -6.30951 -1.14760 0.4 0.1 -0.1 0.000
H -3.28841 -4.18758 0.43843 0.8 0.4 1.1 0.004
H -2.68956 -3.80495 -1.06750 0.7 0.0 -0.4 0.002
C 0.05122 1.61249 -4.16922 2.2 0.6 -0.8 0.003
C -1.18157 0.85835 -4.20862 -1.3 -0.6 -0.2 0.001
C -1.82833 0.36140 -2.97888 1.1 -0.8 3.4 0.003
O -3.17326 0.84299 -2.94814 1.7 -1.8 1.3 0.001
C -3.29969 1.62533 -3.96600 -2.3 0.9 -2.6 0.000
O -4.39998 1.98884 -4.29927 1.4 0.8 -0.3 0.000
O -2.11817 1.79938 -4.66167 -2.6 0.6 -0.2 0.000
H 0.06096 2.49840 -3.53427 -0.2 -0.5 0.5 0.001
H 0.07579 2.02632 -5.17730 0.5 0.1 -0.2 0.000
H 0.93051 0.97622 -4.06869 0.1 0.2 0.3 0.001
H -1.14710 -0.00622 -4.87151 0.3 0.2 -0.7 0.000
H -1.31675 0.71992 -2.08566 -0.3 0.4 -0.1 0.001
H -1.74597 -0.71795 -2.85105 -0.7 -0.1 -0.3 0.003
C 6.52625 0.51456 4.05617 -0.5 -0.7 0.3 0.036
C 4.98709 0.44519 4.09610 3.0 1.1 0.8 0.041
C 4.34713 1.70909 3.73277 0.3 1.7 0.3 0.156
O 3.30695 1.24930 2.97043 -3.7 -0.2 -1.8 0.071
C 3.55119 0.01388 2.47975 -2.9 0.2 -1.3 0.049
O 2.88347 -0.59968 1.65311 1.3 1.5 1.4 0.019
O 4.57716 -0.43230 3.11112 1.6 -3.2 -0.3 0.011
H 6.83320 0.31052 3.03038 0.0 -0.4 0.1 0.006
H 6.82363 -0.26508 4.75748 0.9 0.1 -0.3 0.004
H 7.01176 1.46863 4.26144 -0.5 0.1 0.6 0.011
H 4.57323 0.14632 5.05916 0.2 -0.4 0.0 0.019
H 4.80183 2.46189 3.08883 1.1 -0.2 0.3 0.042
H 4.09491 2.19457 4.67553 -0.8 0.4 -0.2 0.059
C -1.17387 5.19734 2.54235 -0.9 -0.5 -1.2 0.054
C -0.48364 4.88063 1.15651 -0.6 0.6 3.0 0.026
C 0.32262 3.60749 1.24269 1.6 -0.5 0.6 0.053
O -0.09232 2.82178 0.17798 -2.0 0.0 -3.0 0.017
C -1.10484 3.46950 -0.49859 -0.2 -1.0 -0.8 0.004
O -1.70510 3.07518 -1.47395 1.1 0.0 1.2 0.001
O -1.39648 4.63910 0.07238 0.4 0.5 0.8 0.004
H -1.76013 4.35772 2.91577 0.1 -0.3 -0.2 0.010
H -1.89580 6.00145 2.39975 0.1 0.3 0.0 0.004
H -0.49131 5.46624 3.34852 0.4 0.0 -0.4 0.029
H 0.10505 5.78626 1.01032 0.2 -0.3 -0.9 0.012
H 0.22690 2.91751 2.08106 -0.3 0.8 0.7 0.025
H 1.39311 3.77517 1.12424 0.1 0.2 0.1 0.034
```
Forces are in eV/Å.

No. 2
Formula: C7H7N2O2
Source: the OMol25 dataset
Level of theory: ωB97M-V with the def2-TZVPD basis set

Kohn-Sham gap	7.80	eV
SMILES	N[C@@H](C(=O)[O-])c1cccnc1
net charge	-1
LUMO energy	3.6	eV
energy relative to the best compared isomer or geometry (same formula, charge and spin)	0.0	kcal per mole

Geometry as XYZ:
```
18
Properties=species:S:1:pos:R:3:forces:R:3:nbo_charge:R:1
N 0.44683 -2.20898 0.20876 0.1 0.5 -0.2 -0.810
C -0.52560 -1.28181 -0.42034 0.1 -0.7 0.5 -0.184
C -1.91317 -1.38766 0.27890 -0.9 -0.6 1.0 0.736
O -1.91016 -1.81941 1.46150 0.3 0.3 -0.5 -0.775
O -2.91828 -1.04610 -0.38035 0.5 0.2 -0.5 -0.772
C 0.05692 0.09117 -0.25102 -1.0 -0.5 0.2 -0.039
C -0.21574 0.82730 0.88435 0.3 0.2 -0.1 -0.137
C 0.40392 2.05607 0.95556 -0.6 -0.2 0.9 -0.272
C 1.21913 2.46859 -0.06070 0.9 1.4 -0.5 0.005
N 1.48316 1.81359 -1.18796 -0.5 -0.5 0.8 -0.429
C 0.86572 0.62887 -1.21445 0.7 -0.2 -1.3 0.016
H 0.18556 -3.16692 0.01811 0.0 -0.1 0.1 0.353
H 1.34045 -2.01116 -0.22933 0.1 -0.4 0.0 0.329
H -0.66701 -1.53754 -1.47336 -0.1 0.3 -0.2 0.175
H -0.86151 0.42212 1.64793 -0.1 0.0 0.1 0.258
H 0.25128 2.69847 1.80885 0.0 0.1 0.1 0.204
H 1.70965 3.43166 0.05048 0.0 0.1 -0.1 0.168
H 1.04884 0.02172 -2.09693 0.0 0.0 -0.1 0.174
```
Forces are in eV/Å.

No. 3
Formula: C45H43F5O3P2SZr
Source: the OMol25 dataset
Level of theory: ωB97M-V with the def2-TZVPD basis set

Kohn-Sham gap	5.64	eV
net charge	-2
LUMO energy	4.3	eV
energy relative to the best compared isomer or geometry (same formula, charge and spin)	0.0	kcal per mole

Geometry as XYZ:
```
100
Properties=species:S:1:pos:R:3:forces:R:3:mulliken_charge:R:1
Zr 1.25466 0.10341 0.05859 0.1 -0.4 0.7 0.149
O -0.43038 1.50437 0.62440 -0.1 -0.5 0.0 -1.074
P -1.91208 1.41498 0.23674 0.2 -0.2 0.0 1.061
C -2.28083 0.81162 -1.27641 -0.3 0.3 0.0 -1.499
P -0.42716 -2.16054 -1.55448 -0.1 -0.1 0.1 -0.171
O -0.04935 -1.62074 -0.10285 -0.2 0.4 -0.5 0.139
C -2.24605 -2.52621 -1.44575 0.0 0.1 0.1 0.736
C -2.95876 -2.81449 -2.60498 0.1 0.0 -0.1 -0.565
C -4.30531 -3.14343 -2.55326 0.0 0.0 0.0 -0.563
C -4.96262 -3.19029 -1.33047 0.0 0.0 0.0 -0.638
C -4.26078 -2.89862 -0.16683 0.0 0.0 0.0 -0.772
C -2.91524 -2.56245 -0.22642 0.0 0.0 0.0 -0.199
C -0.03707 -3.98147 -1.48703 0.1 0.1 0.0 0.605
C 0.50186 -4.58808 -2.61351 0.0 0.0 -0.1 -0.406
C 0.70025 -5.96451 -2.65945 0.0 0.0 0.0 -0.589
C 0.36666 -6.74708 -1.56539 0.0 0.0 0.0 -0.635
C -0.14860 -6.14620 -0.41997 0.0 0.0 0.0 -0.745
C -0.34048 -4.77599 -0.38185 0.0 0.1 0.0 -0.108
C -2.79978 0.41678 1.48125 0.1 0.0 0.0 0.358
C -2.06091 -0.15033 2.51480 -0.1 0.0 0.0 -0.352
C -2.68845 -0.92416 3.48304 0.0 0.0 0.0 -0.540
C -4.06193 -1.11831 3.43359 0.0 0.0 0.0 -0.321
C -4.80786 -0.53893 2.41380 0.0 0.0 0.0 -0.823
C -4.17650 0.22088 1.44134 -0.1 0.1 -0.1 -0.087
C -2.52877 3.09323 0.69347 0.0 0.0 -0.1 1.026
C -2.05043 3.75821 1.82197 0.0 0.0 0.0 -0.704
C -2.58334 4.98378 2.19168 0.0 0.0 0.0 -0.519
C -3.58658 5.56775 1.42572 0.0 0.0 0.0 -0.506
C -4.05588 4.92295 0.29048 0.1 0.0 0.0 -0.560
C -3.52866 3.68616 -0.06806 0.0 0.1 0.0 -0.566
H -1.94566 1.35120 -2.15548 0.1 0.0 0.0 0.247
H -3.20799 0.25874 -1.37549 0.1 -0.1 0.0 0.265
H -2.44742 -2.77658 -3.56284 0.0 0.0 0.0 0.389
H -4.84650 -3.36195 -3.46770 0.0 0.0 0.0 0.366
H -6.01525 -3.44705 -1.28645 0.0 0.0 0.0 0.352
H -4.76699 -2.92340 0.79085 0.0 0.0 0.0 0.450
H -2.36822 -2.31516 0.67648 0.0 0.0 0.0 0.225
H 0.77530 -3.96885 -3.46184 0.0 0.0 0.0 0.301
H 1.13244 -6.42285 -3.54183 0.0 0.0 0.0 0.363
H 0.53308 -7.81829 -1.59042 0.0 0.0 0.0 0.347
H -0.39002 -6.75413 0.44538 0.0 0.0 0.0 0.446
H -0.74288 -4.30659 0.51072 0.0 0.0 0.0 0.442
H -0.99032 0.00474 2.53893 0.0 0.0 0.0 0.179
H -2.10063 -1.38278 4.26894 0.0 0.0 0.0 0.433
H -4.55330 -1.72546 4.18544 0.0 0.0 0.0 0.359
H -5.87965 -0.69540 2.36945 0.0 0.0 0.0 0.370
H -4.75338 0.65918 0.63341 0.0 0.0 0.0 0.367
H -1.24512 3.31192 2.39444 0.0 0.0 0.0 0.320
H -2.20858 5.49077 3.07334 0.0 0.0 0.0 0.452
H -3.99527 6.53073 1.71112 0.0 0.0 0.0 0.348
H -4.82844 5.38176 -0.31556 0.0 0.0 0.0 0.388
H -3.87726 3.16394 -0.95321 0.0 0.0 0.0 0.382
C 4.88426 0.94189 -0.19735 0.0 0.0 -0.1 -0.401
O 4.22229 0.75050 -1.41002 0.1 0.0 -0.1 -0.465
C 2.77518 0.89413 -1.36296 0.1 0.3 0.0 2.747
C 2.30387 0.57695 -2.76502 0.1 -0.2 -0.2 -1.812
H 4.85930 1.99176 0.13375 0.0 0.0 0.0 0.019
H 5.92490 0.64898 -0.35411 0.0 0.0 0.0 0.340
H 4.46712 0.32323 0.60488 0.0 0.0 0.0 0.040
H 2.30029 -0.50232 -2.94693 0.0 0.0 0.0 0.274
H 2.97734 1.01059 -3.51783 -0.1 0.1 0.0 0.471
H 1.29197 0.94957 -2.93856 0.0 -0.1 -0.1 0.038
C 2.98848 3.82157 -2.29796 0.0 0.0 0.0 -2.134
C 1.91714 3.45871 -1.24502 0.0 -0.1 -0.1 3.176
C 0.54815 3.54137 -1.92746 -0.1 0.1 0.0 -1.584
C 2.17020 2.04588 -0.67514 0.0 -0.2 -0.1 -1.024
C 2.01487 4.46307 -0.10283 0.0 0.0 0.0 -0.719
C 0.92255 5.17202 0.39048 -0.1 0.0 0.0 -0.130
C 1.05806 6.07776 1.43862 0.0 0.0 0.0 -0.765
C 2.29276 6.29376 2.02704 0.0 0.0 0.0 -0.460
C 3.39338 5.58632 1.55605 0.0 0.0 0.0 -0.915
C 3.25186 4.68998 0.51081 0.0 0.0 0.0 -0.151
H 2.80831 3.25105 -3.20993 0.0 0.0 0.0 0.404
H 3.98773 3.55919 -1.95023 0.0 0.0 0.0 0.320
H 2.96532 4.88930 -2.54816 0.0 0.0 0.0 0.437
H 0.51475 2.84509 -2.76433 0.0 0.0 0.0 0.525
H 0.34391 4.54619 -2.31999 0.0 0.0 0.0 0.360
H -0.24695 3.26568 -1.23634 0.0 0.0 0.0 -0.107
H 2.64448 2.14255 0.31793 -0.1 -0.1 0.0 0.000
H -0.06308 5.01410 -0.03067 0.1 0.0 0.0 0.344
H 0.18267 6.60547 1.79802 0.0 0.0 0.0 0.407
H 2.39818 6.99320 2.84856 0.0 0.0 0.0 0.369
H 4.36741 5.72816 2.01083 0.0 0.0 0.0 0.372
H 4.12157 4.14078 0.17196 0.0 0.0 0.0 0.169
C 1.92810 0.15946 2.20467 0.2 0.0 0.2 -1.659
H 2.09595 1.18762 2.54542 -0.1 0.0 0.0 0.443
H 2.85946 -0.40688 2.33434 -0.1 0.1 0.0 0.388
H 1.18144 -0.29869 2.86314 0.0 0.0 0.0 0.557
F 2.52997 -7.50709 1.73544 0.0 0.0 0.0 -0.414
C 2.66808 -6.25744 1.24767 0.1 0.1 -0.1 0.791
C 2.13914 -5.17170 1.91637 0.0 0.0 0.0 0.073
F 1.48614 -5.36454 3.08082 0.0 0.0 -0.1 -0.388
C 2.25577 -3.89764 1.38851 -0.2 0.2 0.4 -0.267
F 1.71606 -2.89835 2.11335 0.2 -0.3 -0.2 -0.435
C 2.89844 -3.62007 0.18440 0.1 0.1 -0.1 0.567
S 3.13804 -2.02651 -0.47767 -0.1 0.2 0.0 -0.264
C 3.41551 -4.75345 -0.46162 0.0 -0.1 0.0 0.132
F 4.06120 -4.63461 -1.63300 0.0 0.1 0.0 -0.448
C 3.31563 -6.03426 0.04531 -0.1 0.0 0.1 0.254
F 3.82519 -7.07914 -0.63703 0.0 0.0 0.0 -0.400
```
Forces are in eV/Å.

So what do the calculations give for E_tot? Going down the list: -65473.9588; -14449.2134; -97788.4593 eV.